No. 1
A cluster of 6 separate species, H11O5S in total at a distorted geometry. Source: the Open Molecules 2025 dataset; level of theory: the ωB97M-V functional and the def2-TZVPD basis.

For the gap between HOMO and LUMO, the calculation gives 8.036 eV. As for the net charge: -1. For the energy, the calculation gives -21253.156 eV.

Element x y z (Å)
S (-0.657, 0.086, -0.765)
H (-1.205, 1.043, -0.159)
H (1.164, 0.338, 0.721)
H (2.420, 1.261, 0.545)
O (2.048, 0.618, 1.120)
H (1.950, -3.135, 2.867)
H (0.325, -3.219, 2.323)
O (1.035, -3.612, 2.929)
H (-0.853, -1.361, 1.266)
H (-2.029, -2.224, 1.929)
O (-1.085, -2.233, 1.690)
H (-1.328, 3.052, -1.238)
H (0.209, 3.092, -1.281)
O (-0.534, 3.714, -1.040)
H (-0.952, 0.843, -4.280)
H (-0.364, 0.840, -2.845)
O (-0.144, 0.898, -3.783)



No. 2
The ion C5H6O3P with charge -1 at a distorted geometry. Source: the Open Molecules 2025 dataset; level of theory: the ωB97M-V functional and the def2-TZVPD basis.

The SMILES is O=[P@H]([O-])Cc1ccco1. For the gap between HOMO and LUMO, the calculation gives 8.288 eV. As for the net charge: -1. For the energy, the calculation gives -20715.170 eV.

Element x y z (Å)
O (0.383, 3.854, 0.446)
P (0.351, 2.479, 0.905)
O (1.011, 2.078, 2.159)
C (0.833, 1.350, -0.525)
C (0.209, 0.012, -0.206)
C (-0.304, -0.600, 0.896)
C (-0.809, -1.853, 0.366)
C (-0.587, -1.881, -0.927)
O (-0.023, -0.740, -1.355)
H (-0.962, 1.856, 0.690)
H (1.922, 1.340, -0.730)
H (0.476, 1.744, -1.382)
H (-0.520, -0.289, 1.883)
H (-1.512, -2.500, 0.894)
H (-0.997, -2.502, -1.799)



No. 3
A cluster of 11 separate species, C45H76N4O29S7 in total at a distorted geometry. Source: the Open Molecules 2025 dataset; level of theory: the ωB97M-V functional and the def2-TZVPD basis.

For the gap between HOMO and LUMO (spin up / spin down), the calculation gives 2.029 / 5.299 eV. As for the net charge: -1. Its multiplicity is 2. Its expectation value of S² is 0.767. For the energy, the calculation gives -189065.660 eV.

Element x y z (Å)
C (-0.217, -15.330, 10.195)
C (-0.557, -15.691, 11.483)
C (-1.758, -16.314, 11.775)
C (-2.685, -16.494, 10.740)
C (-2.349, -16.077, 9.447)
C (-1.128, -15.432, 9.146)
N (-4.021, -17.105, 10.998)
O (-4.286, -17.532, 12.083)
O (-4.829, -17.251, 10.062)
H (0.715, -14.845, 9.948)
H (0.094, -15.502, 12.323)
H (-1.975, -16.575, 12.800)
H (-3.014, -16.071, 8.597)
H (-0.984, -14.985, 8.174)
C (-8.147, -16.392, 22.738)
C (-8.776, -15.505, 23.583)
C (-8.579, -15.553, 24.892)
C (-7.799, -16.564, 25.470)
C (-7.010, -17.363, 24.630)
C (-7.294, -17.359, 23.236)
N (-7.726, -16.652, 26.895)
O (-8.583, -16.142, 27.718)
O (-6.810, -17.346, 27.321)
H (-8.277, -16.354, 21.667)
H (-9.310, -14.735, 23.046)
H (-9.074, -14.798, 25.484)
H (-6.215, -17.921, 25.102)
H (-6.820, -18.126, 22.641)
C (-10.424, -15.270, 11.908)
C (-9.579, -14.148, 11.726)
C (-8.883, -13.641, 12.829)
C (-8.827, -14.323, 14.045)
C (-9.576, -15.551, 14.162)
C (-10.451, -15.912, 13.150)
N (-7.955, -13.827, 15.101)
O (-7.346, -12.763, 14.848)
O (-8.065, -14.324, 16.194)
H (-11.126, -15.574, 11.146)
H (-9.513, -13.599, 10.798)
H (-8.383, -12.687, 12.745)
H (-9.634, -16.134, 15.070)
H (-11.096, -16.773, 13.250)
C (-6.282, -22.512, 16.984)
C (-4.984, -22.274, 17.363)
C (-3.939, -22.746, 16.471)
C (-4.347, -23.508, 15.329)
C (-5.707, -23.738, 15.030)
C (-6.679, -23.185, 15.814)
N (-3.355, -23.976, 14.321)
O (-2.184, -23.708, 14.521)
O (-3.744, -24.767, 13.441)
H (-7.048, -22.234, 17.693)
H (-4.683, -21.693, 18.222)
H (-2.891, -22.540, 16.635)
H (-6.048, -24.267, 14.153)
H (-7.735, -23.093, 15.610)
O (-6.430, -21.353, 20.430)
S (-7.753, -21.878, 20.748)
O (-8.519, -22.632, 19.751)
O (-7.557, -22.863, 22.069)
C (-8.594, -23.849, 22.391)
C (-7.945, -25.051, 23.019)
C (-8.742, -20.583, 21.635)
H (-9.250, -24.177, 21.585)
H (-9.225, -23.469, 23.194)
H (-8.695, -25.820, 23.204)
H (-7.470, -24.903, 23.989)
H (-7.162, -25.470, 22.387)
H (-9.516, -20.192, 20.975)
H (-8.088, -19.814, 22.046)
H (-9.291, -21.127, 22.403)
O (-9.705, -18.195, 8.716)
S (-8.877, -17.027, 9.094)
O (-9.298, -15.661, 8.992)
O (-8.333, -17.217, 10.610)
C (-8.212, -18.565, 11.065)
C (-7.602, -18.538, 12.508)
C (-7.349, -17.283, 8.154)
H (-7.588, -19.148, 10.387)
H (-9.241, -18.924, 11.047)
H (-7.617, -19.556, 12.898)
H (-8.252, -18.002, 13.199)
H (-6.590, -18.141, 12.579)
H (-6.972, -18.298, 8.273)
H (-6.592, -16.628, 8.587)
H (-7.530, -16.998, 7.118)
O (-2.215, -17.747, 17.340)
S (-1.206, -18.317, 18.268)
O (-0.698, -17.680, 19.422)
O (-1.939, -19.741, 18.802)
C (-1.236, -20.477, 19.788)
C (-0.754, -21.868, 19.267)
C (0.127, -19.011, 17.217)
H (-1.903, -20.637, 20.636)
H (-0.422, -19.922, 20.255)
H (-0.045, -21.797, 18.442)
H (-1.654, -22.426, 19.011)
H (-0.266, -22.504, 20.005)
H (-0.333, -19.508, 16.363)
H (0.720, -19.734, 17.776)
H (0.745, -18.161, 16.927)
O (-3.114, -19.175, 22.207)
S (-2.482, -18.240, 23.145)
O (-1.159, -18.626, 23.646)
O (-2.365, -16.703, 22.518)
C (-3.300, -16.356, 21.528)
C (-3.290, -14.909, 21.459)
C (-3.610, -17.748, 24.526)
H (-4.285, -16.646, 21.892)
H (-3.007, -16.885, 20.621)
H (-3.691, -14.459, 22.367)
H (-3.944, -14.568, 20.656)
H (-2.261, -14.575, 21.329)
H (-4.195, -18.531, 25.008)
H (-4.215, -16.925, 24.146)
H (-2.913, -17.421, 25.298)
O (-11.724, -21.768, 21.524)
S (-12.474, -20.492, 21.577)
O (-12.431, -19.613, 22.747)
O (-12.074, -19.574, 20.234)
C (-12.251, -18.139, 20.258)
C (-11.012, -17.622, 20.915)
C (-14.268, -20.697, 21.112)
H (-13.135, -17.860, 20.831)
H (-12.286, -17.667, 19.277)
H (-10.134, -18.133, 20.520)
H (-10.938, -17.907, 21.964)
H (-10.907, -16.537, 20.878)
H (-14.658, -21.534, 21.692)
H (-14.303, -21.096, 20.098)
H (-14.840, -19.771, 21.182)
O (-5.838, -16.279, 19.519)
S (-6.295, -17.612, 19.245)
O (-7.570, -18.067, 19.867)
O (-6.491, -17.748, 17.602)
C (-5.561, -17.011, 16.765)
C (-5.225, -17.970, 15.616)
C (-4.961, -18.812, 19.416)
H (-4.657, -16.743, 17.313)
H (-6.005, -16.092, 16.383)
H (-4.863, -18.903, 16.048)
H (-4.435, -17.555, 14.990)
H (-6.165, -18.140, 15.090)
H (-4.829, -19.062, 20.468)
H (-4.128, -18.339, 18.896)
H (-5.331, -19.737, 18.972)
O (-1.259, -13.272, 14.519)
S (-1.221, -14.518, 15.314)
O (-0.885, -15.847, 14.786)
O (-0.194, -14.238, 16.601)
C (-0.015, -15.122, 17.644)
C (1.205, -14.557, 18.348)
C (-2.920, -14.684, 16.037)
H (0.224, -16.103, 17.232)
H (-0.876, -15.139, 18.312)
H (1.167, -14.826, 19.404)
H (1.337, -13.476, 18.392)
H (2.100, -15.019, 17.930)
H (-3.543, -15.277, 15.368)
H (-3.331, -13.699, 16.260)
H (-2.787, -15.301, 16.927)



No. 4
A cluster of 7 separate species, C23H39N3O4 in total at a distorted geometry. Source: the Open Molecules 2025 dataset; level of theory: the ωB97M-V functional and the def2-TZVPD basis.

The SMILES is c1ccncc1.c1ccncc1.c1ccncc1.CCO.CCO.CCO.CCO. For the gap between HOMO and LUMO, the calculation gives 9.642 eV. For the energy, the calculation gives -37141.188 eV.

Element x y z (Å)
C (-4.098, 2.731, -2.822)
C (-4.471, 4.007, -2.431)
C (-5.830, 4.366, -2.531)
N (-6.760, 3.423, -2.931)
C (-6.376, 2.222, -3.287)
C (-5.045, 1.823, -3.258)
H (-3.068, 2.381, -2.758)
H (-3.802, 4.709, -1.933)
H (-6.264, 5.278, -2.178)
H (-7.119, 1.456, -3.623)
H (-4.737, 0.793, -3.419)
C (-4.146, 0.550, 2.729)
C (-3.184, -0.333, 2.335)
C (-2.731, -0.254, 1.008)
N (-3.191, 0.584, 0.074)
C (-4.180, 1.364, 0.473)
C (-4.649, 1.450, 1.765)
H (-4.522, 0.598, 3.722)
H (-2.852, -1.094, 2.988)
H (-1.939, -0.889, 0.690)
H (-4.635, 2.147, -0.264)
H (-5.340, 2.266, 2.060)
C (1.524, -2.212, 2.240)
C (2.384, -3.173, 2.712)
C (1.897, -3.983, 3.744)
N (0.679, -3.863, 4.254)
C (-0.131, -2.918, 3.769)
C (0.273, -2.047, 2.779)
H (1.781, -1.548, 1.384)
H (3.412, -3.381, 2.321)
H (2.432, -4.814, 4.188)
H (-1.140, -2.998, 4.238)
H (-0.340, -1.206, 2.348)
C (1.820, 2.702, 2.410)
C (1.118, 1.401, 2.862)
O (-0.131, 1.264, 2.139)
H (1.989, 2.810, 1.300)
H (2.849, 2.745, 2.889)
H (1.252, 3.673, 2.713)
H (0.829, 1.401, 3.956)
H (1.843, 0.609, 2.639)
H (0.085, 1.238, 1.219)
C (4.685, -3.901, -3.148)
C (3.697, -4.759, -2.343)
O (2.830, -3.948, -1.592)
H (5.274, -4.510, -3.775)
H (5.408, -3.429, -2.451)
H (4.146, -3.185, -3.710)
H (4.394, -5.299, -1.673)
H (3.069, -5.439, -2.926)
H (2.348, -4.486, -0.913)
C (-0.081, 2.532, -1.782)
C (0.363, 1.082, -1.782)
O (0.719, 0.691, -0.435)
H (-0.819, 2.720, -1.060)
H (-0.420, 2.953, -2.824)
H (0.764, 3.166, -1.524)
H (1.224, 0.932, -2.444)
H (-0.455, 0.395, -2.028)
H (1.270, -0.116, -0.460)
C (4.108, 0.896, -0.414)
C (4.231, -0.614, -0.655)
O (2.858, -1.073, -0.794)
H (3.763, 1.284, 0.516)
H (3.634, 1.453, -1.276)
H (5.165, 1.325, -0.465)
H (4.681, -1.182, 0.105)
H (4.716, -0.748, -1.618)
H (2.943, -2.020, -1.042)